(1)
Entry from the Open Molecules 2025 dataset: a 3-piece molecular cluster, C6H10O overall at a distorted geometry (wB97M-V/def2-TZVPD).

XYZ file:
```
17
Properties=species:S:1:pos:R:3:mulliken_charge:R:1
H -2.80 -0.99 0.87 0.216
C -1.73 0.81 0.16 -0.698
H 0.70 0.16 -1.79 0.259
C 1.34 -0.27 -1.01 -0.343
H -1.77 -0.23 2.16 0.250
H 0.63 -1.68 -1.45 0.176
C 2.28 0.70 -0.36 -0.296
H -1.38 1.76 0.58 0.237
C 0.61 -0.42 0.36 -0.363
H 0.96 -1.26 0.97 0.287
H -0.67 -1.63 -0.99 0.063
H 3.24 0.31 -0.01 0.218
C -1.95 -0.35 1.10 -0.491
O 1.34 0.82 0.71 -0.406
C -0.81 -0.32 0.22 0.428
H -2.42 0.94 -0.66 0.229
H 2.42 1.66 -0.87 0.233
```

For the max |F|, the calculation gives 5.110 eV/Å. Its total energy is -8423.5544 eV. The energy relative to the best compared isomer or geometry (same formula, charge and spin) is 741.6 kJ/mol. The value obtained for the HOMO energy is -8.732 eV. Its LUMO energy is -0.22 eV.


(2)
Entry from the Open Molecules 2025 dataset: the molecule C6H10O at a distorted geometry (wB97M-V/def2-TZVPD).

XYZ file:
```
17
Properties=species:S:1:pos:R:3:mulliken_charge:R:1
H -1.26 1.43 0.77 0.336
H 0.94 -1.76 2.31 0.399
C -0.65 -0.43 1.77 -0.474
H 0.43 0.81 -2.45 0.406
H -0.67 -0.65 -2.07 0.370
H 0.98 -1.77 -0.42 0.285
C -0.32 0.34 -1.76 -1.629
H 2.13 -0.61 0.24 0.319
H -1.27 -0.48 2.66 0.413
H 1.05 1.87 -1.14 0.318
C 0.22 0.34 -0.34 1.409
H -1.92 -0.06 0.09 0.327
C -1.03 0.38 0.58 -0.947
C 0.48 -1.10 1.57 -0.342
C 1.06 -0.86 0.20 -1.056
O 0.99 1.54 -0.23 -0.545
H -1.18 1.02 -1.78 0.413
```

For the max |F|, the calculation gives 1.066 eV/Å. Its total energy is -8430.8309 eV. The energy relative to the best compared isomer or geometry (same formula, charge and spin) is 39.5 kJ/mol. The value obtained for the HOMO energy is -9.171 eV. Its LUMO energy is 0.97 eV. Its SMILES is CC1(O)CC=CC1.